Below is a cluster of 21 separate species, C87H224N8O29 in total, with properties calculated with ωB97M-V/def2-TZVPD.

Each line ends with the Mulliken charge.
Positions of all 348 atoms, in Å:
C: 5.877 -3.496 -5.360  -0.68
O: 5.558 -2.116 -5.640  -0.45
C: 5.181 -1.450 -4.485  -0.17
C: 5.337 0.074 -4.701  -0.97
N: 4.614 0.576 -5.914  0.43
C: 5.083 1.917 -6.164  -0.16
C: 4.408 2.451 -7.411  -0.95
O: 5.031 1.874 -8.586  -0.37
C: 4.426 2.022 -9.794  -0.73
H: 6.728 -3.586 -4.684  0.42
H: 6.101 -4.031 -6.282  0.37
H: 5.016 -4.116 -5.110  -0.02
H: 5.840 -1.617 -3.632  0.76
H: 4.166 -1.654 -4.145  -0.19
H: 6.392 0.324 -4.815  0.72
H: 5.101 0.574 -3.761  -0.35
H: 4.928 0.046 -6.714  0.34
H: 6.162 1.874 -6.318  0.36
H: 5.030 2.545 -5.274  -0.10
H: 4.617 3.521 -7.440  0.56
H: 3.321 2.374 -7.406  0.22
H: 5.029 1.686 -10.638  0.27
H: 4.135 3.054 -9.993  0.32
H: 3.540 1.389 -9.839  0.22
C: -2.035 0.517 -4.232  -0.20
O: -3.317 0.123 -4.669  -0.07
C: -4.124 1.189 -5.206  -0.34
C: -5.573 0.784 -5.544  -0.61
N: -6.407 1.977 -5.797  -0.21
C: -7.799 1.700 -6.122  -0.63
C: -8.644 3.053 -6.299  -0.65
O: -9.094 3.445 -5.060  -0.31
C: -9.580 4.778 -4.996  -0.75
H: -1.549 -0.373 -3.832  0.06
H: -1.923 1.383 -3.579  -0.01
H: -1.495 0.898 -5.099  0.37
H: -3.576 1.685 -6.007  0.32
H: -4.237 1.876 -4.368  -0.01
H: -5.978 0.222 -4.702  0.20
H: -5.541 0.150 -6.430  0.30
H: -6.279 2.676 -5.079  0.24
H: -8.264 1.113 -5.330  0.33
H: -7.922 1.100 -7.023  0.36
H: -9.462 2.906 -7.004  0.48
H: -7.982 3.771 -6.784  0.35
H: -9.976 5.034 -4.013  0.25
H: -10.401 4.957 -5.689  0.30
H: -8.751 5.463 -5.172  0.31
C: 0.907 0.191 -7.180  -0.90
O: 0.891 -1.239 -7.043  -0.04
C: 2.272 -1.667 -6.968  -0.33
C: 2.424 -3.144 -7.262  0.86
N: 2.114 -3.330 -8.668  -0.49
C: 1.765 -4.715 -8.971  -0.91
C: 0.372 -5.076 -8.480  -0.04
O: -0.527 -4.124 -9.043  -0.33
C: -1.906 -4.297 -8.768  -0.60
H: 1.498 0.616 -6.369  0.20
H: -0.098 0.544 -6.953  0.23
H: 1.234 0.446 -8.188  0.35
H: 2.714 -1.384 -6.013  -0.27
H: 2.832 -1.161 -7.754  0.42
H: 1.729 -3.688 -6.623  -0.89
H: 3.427 -3.516 -7.051  0.38
H: 1.286 -2.783 -8.858  0.40
H: 2.447 -5.406 -8.477  0.30
H: 1.853 -4.823 -10.052  0.35
H: 0.374 -4.995 -7.393  -0.14
H: 0.132 -6.108 -8.737  0.66
H: -2.394 -3.486 -9.309  0.24
H: -2.206 -4.202 -7.725  0.10
H: -2.242 -5.265 -9.141  0.34
C: -1.053 5.746 2.060  -0.47
O: -1.913 5.592 3.155  0.62
C: -2.385 6.864 3.615  -1.06
C: -2.980 6.827 5.014  -0.59
N: -2.061 6.306 6.012  1.38
C: -0.999 7.234 6.424  -0.94
C: -0.009 6.455 7.275  -0.96
O: 0.661 5.347 6.635  0.12
C: 1.494 5.711 5.550  -0.43
H: -1.677 6.156 1.266  0.48
H: -0.732 4.766 1.707  -0.34
H: -0.161 6.365 2.156  0.15
H: -3.080 7.199 2.846  0.50
H: -1.572 7.589 3.651  0.45
H: -3.871 6.202 4.959  -0.45
H: -3.392 7.808 5.252  0.58
H: -1.605 5.556 5.513  -0.63
H: -1.429 8.117 6.897  0.46
H: -0.373 7.704 5.664  0.43
H: -0.535 6.114 8.167  0.38
H: 0.808 7.061 7.665  0.46
H: 1.101 6.389 4.793  0.22
H: 1.727 4.780 5.032  -0.25
H: 2.447 6.054 5.953  0.42
C: 0.737 -1.599 5.097  0.24
O: 0.922 -1.601 6.521  -0.51
C: -0.191 -0.946 7.148  0.77
C: 0.017 -0.609 8.633  -1.28
N: 1.091 0.368 8.918  -0.42
C: 0.772 1.727 8.473  0.13
C: 2.051 2.570 8.688  -0.80
O: 2.926 2.289 7.648  0.00
C: 4.192 2.990 7.796  -0.93
H: 0.714 -0.554 4.788  0.49
H: -0.217 -2.075 4.867  -0.55
H: 1.513 -2.151 4.567  0.23
H: -1.101 -1.528 7.000  0.39
H: -0.292 0.010 6.633  -0.45
H: 0.277 -1.503 9.199  0.40
H: -0.838 -0.294 9.231  0.31
H: 1.858 0.023 8.358  0.38
H: -0.020 1.973 9.180  0.35
H: 0.395 1.755 7.451  -0.17
H: 2.558 2.532 9.652  0.53
H: 1.746 3.615 8.643  0.12
H: 4.678 2.617 8.697  0.38
H: 4.153 4.079 7.772  0.31
H: 4.903 2.714 7.017  0.22
C: 1.757 -0.258 -3.166  -0.16
O: 1.610 -0.308 -1.724  0.56
C: 1.914 0.974 -1.175  -0.41
C: 1.624 1.007 0.342  0.53
N: 0.145 0.743 0.440  0.79
C: -0.308 0.530 1.831  0.90
C: -0.339 1.830 2.643  0.44
O: -1.130 1.619 3.825  0.20
C: -1.196 2.729 4.763  -1.38
H: 2.715 0.195 -3.422  0.09
H: 0.929 0.302 -3.601  -0.36
H: 1.703 -1.291 -3.510  0.15
H: 1.517 1.825 -1.728  0.05
H: 2.994 1.126 -1.187  0.19
H: 1.856 1.989 0.755  0.04
H: 2.225 0.279 0.886  -1.24
H: -0.033 -0.012 -0.207  0.15
H: 0.347 -0.164 2.359  -0.40
H: -1.276 0.034 1.766  -0.75
H: -0.841 2.558 2.006  -1.13
H: 0.652 2.253 2.808  0.59
H: -1.889 3.474 4.371  0.30
H: -0.182 3.115 4.866  0.26
H: -1.517 2.427 5.760  0.28
C: -0.645 -8.752 2.136  -0.83
O: -0.057 -7.643 1.481  -0.01
C: 0.451 -7.968 0.181  -1.33
C: 0.354 -6.723 -0.644  0.23
N: 1.445 -5.821 -0.351  -0.30
C: 1.091 -4.425 -0.663  -0.24
C: 2.263 -3.473 -0.397  -0.46
O: 2.577 -3.475 0.965  -0.63
C: 3.556 -2.553 1.305  -0.32
H: -1.512 -9.081 1.563  0.24
H: -0.973 -8.301 3.073  0.21
H: 0.059 -9.575 2.253  0.34
H: -0.167 -8.716 -0.317  0.48
H: 1.453 -8.397 0.160  0.31
H: -0.640 -6.288 -0.538  -0.02
H: 0.409 -7.060 -1.679  0.36
H: 1.558 -5.903 0.649  0.39
H: 0.205 -4.042 -0.156  -0.23
H: 0.869 -4.411 -1.730  0.60
H: 1.803 -2.496 -0.549  -0.01
H: 3.108 -3.710 -1.044  0.89
H: 4.578 -2.891 1.136  0.36
H: 3.471 -2.513 2.391  0.11
H: 3.386 -1.617 0.773  -0.14
C: -1.112 -3.176 -5.061  0.21
O: -2.288 -3.990 -4.857  -0.52
C: -2.121 -4.935 -3.744  0.54
C: -3.316 -5.916 -3.585  -1.38
N: -3.085 -6.858 -2.477  0.20
C: -3.791 -8.116 -2.702  -0.83
C: -3.483 -9.093 -1.510  -0.21
O: -4.156 -10.329 -1.689  -0.39
C: -3.803 -11.212 -0.639  -0.73
H: -1.454 -2.322 -5.644  0.45
H: -0.339 -3.608 -5.697  -0.43
H: -0.676 -2.818 -4.128  0.12
H: -1.973 -4.391 -2.811  -0.24
H: -1.275 -5.590 -3.954  0.26
H: -3.351 -6.392 -4.565  0.49
H: -4.221 -5.315 -3.493  0.29
H: -3.423 -6.401 -1.642  0.14
H: -3.467 -8.619 -3.613  0.37
H: -4.877 -8.035 -2.744  0.35
H: -3.816 -8.671 -0.562  0.36
H: -2.409 -9.279 -1.518  0.13
H: -4.273 -12.152 -0.928  0.27
H: -4.180 -10.915 0.340  0.29
H: -2.724 -11.343 -0.568  0.31
C: 2.260 -5.590 -4.137  -0.25
C: 2.830 -6.285 -5.352  1.08
C: 3.916 -7.341 -5.004  -1.76
O: 1.866 -6.836 -6.175  -0.52
H: 1.849 -6.263 -3.384  0.15
H: 1.415 -4.970 -4.436  -0.06
H: 3.071 -4.988 -3.726  0.07
H: 3.355 -5.630 -6.048  -0.17
H: 4.791 -6.912 -4.515  0.31
H: 4.192 -7.904 -5.895  0.44
H: 3.540 -8.057 -4.273  0.42
H: 1.338 -7.525 -5.765  0.33
C: -3.061 -2.166 0.005  0.61
C: -4.454 -1.892 -0.501  0.28
C: -4.624 -1.934 -2.052  -0.79
O: -5.351 -2.834 0.041  -0.62
H: -2.619 -3.055 -0.443  -0.05
H: -2.996 -2.359 1.076  -0.24
H: -2.538 -1.263 -0.308  -0.24
H: -4.842 -0.913 -0.220  0.34
H: -5.662 -1.679 -2.265  0.40
H: -4.396 -2.938 -2.411  -0.25
H: -4.014 -1.217 -2.602  0.14
H: -5.216 -3.681 -0.390  0.36
C: 3.552 4.737 -3.705  -1.32
C: 1.958 4.700 -3.620  0.48
C: 1.344 3.548 -4.425  -1.30
O: 1.706 4.367 -2.295  -0.45
H: 4.011 5.547 -3.137  0.48
H: 3.891 4.965 -4.715  0.57
H: 3.957 3.785 -3.361  -0.02
H: 1.483 5.639 -3.906  0.23
H: 0.254 3.521 -4.445  0.44
H: 1.603 2.509 -4.223  -0.02
H: 1.599 3.667 -5.479  0.54
H: 0.787 4.095 -2.237  -0.44
C: -4.973 4.640 7.028  -0.57
C: -4.376 4.952 8.445  0.07
C: -3.369 3.905 8.833  -0.48
O: -3.660 6.200 8.453  -0.68
H: -4.179 4.427 6.312  -0.32
H: -5.688 5.382 6.672  0.34
H: -5.463 3.667 7.077  0.42
H: -5.160 5.023 9.200  0.47
H: -3.744 2.886 8.741  -0.06
H: -3.104 4.007 9.885  0.37
H: -2.444 4.018 8.267  -0.06
H: -3.053 6.116 7.714  0.15
C: 2.923 6.069 2.187  -1.29
C: 2.950 5.453 0.752  0.77
C: 4.270 4.686 0.562  -0.85
O: 1.850 4.643 0.587  0.45
H: 3.870 6.555 2.422  0.47
H: 2.865 5.287 2.944  -0.07
H: 2.099 6.766 2.346  0.36
H: 2.960 6.280 0.043  0.16
H: 4.327 3.890 1.304  -0.25
H: 5.116 5.368 0.644  0.63
H: 4.346 4.154 -0.386  0.08
H: 1.831 4.270 -0.298  -0.02
C: -5.165 3.772 3.087  -0.25
C: -6.637 3.434 2.841  0.28
C: -7.185 2.724 4.075  -0.97
O: -7.337 4.582 2.611  -0.56
H: -5.043 4.589 3.799  0.06
H: -4.575 4.127 2.242  0.20
H: -4.539 2.991 3.516  -0.03
H: -6.654 2.758 1.987  0.33
H: -8.119 2.204 3.860  0.39
H: -7.325 3.338 4.964  0.31
H: -6.491 1.950 4.404  -0.01
H: -8.110 4.380 2.079  0.38
C: -2.860 2.956 -0.055  -0.55
C: -2.117 3.431 -1.281  1.54
C: -2.013 4.938 -1.517  -1.76
O: -0.836 2.881 -1.429  1.09
H: -2.879 1.867 -0.004  0.07
H: -3.891 3.308 -0.049  0.82
H: -2.470 3.329 0.892  -0.50
H: -2.653 3.063 -2.157  -0.71
H: -1.438 5.400 -0.715  0.10
H: -2.994 5.408 -1.598  0.52
H: -1.569 5.049 -2.506  0.38
H: -0.711 2.342 -0.644  -0.71
C: 4.298 -0.566 4.813  -1.49
C: 4.103 0.354 3.599  1.93
C: 3.797 1.714 4.008  -0.69
O: 5.174 0.225 2.724  -0.38
H: 3.401 -0.610 5.431  0.07
H: 4.985 -0.209 5.580  0.42
H: 4.511 -1.601 4.545  0.34
H: 3.193 -0.013 3.126  -0.89
H: 3.748 2.338 3.116  -0.29
H: 4.568 2.096 4.677  0.51
H: 2.883 1.689 4.602  0.09
H: 5.899 0.728 3.102  0.32
C: 1.118 -4.953 3.575  -1.52
C: -0.061 -4.563 2.683  1.83
C: -1.401 -4.517 3.399  -1.14
O: 0.132 -3.349 2.082  0.47
H: 1.137 -5.978 3.945  0.37
H: 1.007 -4.394 4.504  0.30
H: 2.108 -4.783 3.152  0.27
H: -0.155 -5.212 1.812  -0.59
H: -1.747 -5.502 3.713  0.42
H: -2.166 -4.076 2.760  0.06
H: -1.321 -3.978 4.344  0.21
H: 0.988 -3.340 1.646  -0.59
C: 9.094 3.546 -2.414  -1.46
C: 7.793 3.516 -3.204  1.07
C: 7.935 4.108 -4.597  -1.34
O: 7.273 2.226 -3.270  -0.10
H: 9.865 2.939 -2.890  0.34
H: 8.959 3.097 -1.430  0.37
H: 9.574 4.524 -2.363  0.40
H: 7.071 4.030 -2.570  -0.03
H: 7.243 3.686 -5.326  0.12
H: 8.868 3.741 -5.024  0.39
H: 7.941 5.198 -4.635  0.39
H: 7.608 1.834 -2.461  -0.12
C: 6.238 1.425 -0.497  -0.21
C: 7.270 0.296 -0.145  0.87
C: 6.674 -1.100 -0.215  -0.42
O: 8.337 0.303 -1.097  -0.57
H: 5.433 1.439 0.238  0.08
H: 5.759 1.291 -1.466  -0.35
H: 6.670 2.424 -0.438  0.40
H: 7.695 0.408 0.853  0.06
H: 5.815 -1.091 0.456  -0.32
H: 7.392 -1.852 0.113  0.61
H: 6.345 -1.372 -1.217  -0.23
H: 8.906 -0.456 -0.944  0.31
C: -5.643 -2.083 8.188  -1.24
C: -5.240 -0.609 8.539  0.42
C: -3.689 -0.428 8.437  -0.52
O: -5.878 0.289 7.623  -0.54
H: -5.271 -2.389 7.211  0.17
H: -6.726 -2.205 8.144  0.35
H: -5.272 -2.852 8.866  0.41
H: -5.530 -0.410 9.571  0.41
H: -3.451 0.591 8.739  -0.05
H: -3.254 -0.541 7.444  -0.04
H: -3.198 -1.148 9.091  0.48
H: -5.435 0.067 6.801  0.17
C: -2.891 -1.455 4.440  -0.28
C: -3.908 -0.303 4.345  1.18
C: -4.380 0.014 2.934  -0.81
O: -5.117 -0.614 5.028  -0.48
H: -1.925 -1.153 4.035  -0.39
H: -3.266 -2.306 3.870  0.27
H: -2.816 -1.778 5.479  0.28
H: -3.431 0.583 4.764  -0.76
H: -5.168 0.766 2.887  0.23
H: -4.857 -0.890 2.554  0.59
H: -3.598 0.198 2.198  -0.35
H: -5.563 -1.371 4.641  0.36

Computed properties:
E_LUMO: 0.3 eV
E_tot: -6068.6597 hartree